[1]
{
  "formula": "C25H24FN5O3S",
  "method": "ωB97M-V/def2-TZVPD",
  "multiplicity": 1,
  "largest_force_ev_per_a": 1.3,
  "gap_ev": 8.47,
  "e_homo_ev": -8.2,
  "symbols": ["C", "C", "O", "C", "O", "C", "C", "C", "C", "C", "C", "N", "C", "O", "C", "S", "C", "N", "N", "C", "C", "C", "C", "C", "C", "N", "C", "N", "C", "C", "C", "C", "F", "C", "C", "H", "H", "H", "H", "H", "H", "H", "H", "H", "H", "H", "H", "H", "H", "H", "H", "H", "H", "H", "H", "H", "H", "H", "H"],
  "coordinates": [[3.853, 0.336, -4.164], [2.546, 0.945, -3.678], [1.658, -0.069, -3.205], [1.716, -0.386, -1.911], [2.442, 0.202, -1.127], [0.826, -1.508, -1.558], [-0.036, -2.029, -2.526], [-0.852, -3.104, -2.249], [-0.812, -3.687, -0.990], [0.023, -3.188, -0.012], [0.845, -2.091, -0.272], [1.666, -1.547, 0.702], [1.882, -1.972, 1.976], [1.457, -2.989, 2.469], [2.757, -1.016, 2.782], [2.408, 0.726, 2.389], [0.687, 0.666, 2.673], [0.114, 0.162, 3.726], [-1.209, 0.263, 3.556], [-1.445, 0.811, 2.401], [-2.788, 1.131, 1.860], [-3.295, 0.043, 0.963], [-2.850, -1.245, 0.794], [-3.672, -1.846, -0.178], [-4.586, -0.906, -0.566], [-4.357, 0.241, 0.128], [-5.109, 1.456, 0.006], [-0.256, 1.098, 1.769], [-0.036, 1.696, 0.519], [-0.726, 1.239, -0.600], [-0.522, 1.844, -1.826], [0.382, 2.886, -1.916], [0.579, 3.479, -3.112], [1.096, 3.335, -0.819], [0.881, 2.736, 0.407], [4.484, 1.115, -4.579], [4.375, -0.136, -3.335], [3.659, -0.412, -4.929], [2.737, 1.658, -2.871], [2.014, 1.439, -4.494], [-0.048, -1.573, -3.503], [-1.513, -3.492, -3.009], [-1.436, -4.539, -0.767], [0.051, -3.641, 0.965], [2.169, -0.711, 0.386], [3.810, -1.174, 2.547], [2.583, -1.185, 3.844], [-3.462, 1.256, 2.714], [-2.738, 2.078, 1.311], [-2.036, -1.707, 1.318], [-3.596, -2.850, -0.543], [-5.384, -0.969, -1.280], [-4.490, 2.262, -0.399], [-5.947, 1.290, -0.668], [-5.496, 1.770, 0.978], [-1.405, 0.405, -0.512], [-1.046, 1.504, -2.706], [1.805, 4.139, -0.929], [1.422, 3.072, 1.278]],
  "mulliken_charge": [-1.345, -0.229, -0.270, 1.276, -0.789, 0.075, -0.895, -0.897, -0.618, -0.738, 0.740, 0.013, 0.537, -0.645, -0.787, -0.268, 0.368, -0.524, -0.672, 0.333, -0.663, -0.827, 0.534, -1.291, -0.362, 0.160, -0.925, 0.625, -0.398, 0.490, -1.320, 0.281, -0.438, -0.796, -0.311, 0.415, 0.318, 0.330, 0.259, 0.362, 0.538, 0.427, 0.484, 0.546, 0.058, 0.472, 0.439, 0.589, 0.377, 0.801, 0.490, 0.397, 0.289, 0.328, 0.323, 0.704, 0.471, 0.489, 0.668]
}



[2]
{
  "formula": "C25H24FeN7O6Se2",
  "method": "ωB97M-V/def2-TZVPD",
  "multiplicity": 6,
  "largest_force_ev_per_a": 1.0,
  "gap_ev": [6.54, 7.94],
  "e_homo_ev": [-6.4, -8.6],
  "symbols": ["Fe", "C", "C", "C", "C", "C", "C", "C", "N", "N", "C", "C", "C", "C", "C", "C", "N", "C", "C", "C", "C", "C", "C", "N", "H", "H", "H", "H", "H", "H", "H", "H", "H", "H", "H", "H", "H", "H", "H", "H", "H", "H", "H", "H", "Se", "N", "C", "C", "C", "C", "N", "C", "N", "H", "H", "H", "O", "Se", "O", "O", "O", "O", "C", "O", "H"],
  "coordinates": [[0.257, -0.588, -0.331], [0.174, -2.186, 2.523], [1.096, -1.221, 3.253], [2.206, -0.623, 2.426], [3.275, -0.005, 3.062], [4.327, 0.489, 2.309], [4.304, 0.309, 0.937], [3.205, -0.322, 0.387], [2.153, -0.746, 1.096], [-0.818, -1.561, 1.634], [-1.682, -2.616, 1.112], [-2.487, -2.154, -0.074], [-3.398, -3.015, -0.672], [-4.072, -2.594, -1.801], [-3.828, -1.317, -2.284], [-2.911, -0.527, -1.621], [-2.243, -0.927, -0.531], [-1.618, -0.551, 2.327], [-1.020, 0.829, 2.234], [-1.491, 1.870, 3.028], [-0.865, 3.099, 2.957], [0.225, 3.254, 2.108], [0.607, 2.177, 1.336], [-0.018, 0.994, 1.383], [-0.351, -2.785, 3.282], [0.764, -2.866, 1.906], [1.560, -1.778, 4.070], [0.531, -0.419, 3.735], [3.276, 0.073, 4.142], [5.162, 0.983, 2.790], [5.103, 0.639, 0.289], [3.171, -0.528, -0.668], [-2.352, -3.005, 1.893], [-1.043, -3.436, 0.785], [-3.554, -4.004, -0.260], [-4.773, -3.251, -2.300], [-4.322, -0.942, -3.169], [-2.695, 0.468, -1.973], [-1.742, -0.815, 3.387], [-2.617, -0.517, 1.894], [-2.322, 1.702, 3.702], [-1.211, 3.925, 3.564], [0.756, 4.192, 2.035], [1.435, 2.246, 0.640], [1.264, 0.936, -5.153], [-0.333, 1.709, -5.090], [-0.695, 1.951, -3.828], [-1.835, 2.663, -3.437], [-2.078, 2.810, -2.075], [-1.254, 2.190, -1.157], [-0.149, 1.473, -1.481], [0.164, 1.466, -2.777], [1.345, 1.054, -3.272], [-2.483, 3.089, -4.190], [-2.933, 3.370, -1.721], [-1.505, 2.234, -0.108], [4.424, 1.984, -2.224], [4.020, 0.625, -2.979], [4.597, -0.742, -2.366], [2.214, 0.382, -2.464], [3.830, 0.686, -4.581], [-0.075, -1.358, -2.323], [0.329, -2.478, -1.936], [0.640, -2.680, -0.732], [0.356, -3.316, -2.646]],
  "lowdin_spin": [3.749, 0.001, 0.000, 0.003, 0.001, 0.000, 0.001, 0.004, 0.027, 0.029, 0.001, 0.002, 0.001, 0.001, 0.001, 0.005, 0.020, 0.002, 0.002, 0.001, 0.000, 0.001, 0.002, 0.021, 0.001, 0.000, 0.000, 0.000, 0.000, 0.000, 0.000, 0.001, 0.001, 0.000, 0.000, 0.000, 0.000, 0.002, 0.000, 0.000, 0.000, 0.000, 0.000, 0.000, 0.249, 0.288, -0.008, 0.144, 0.022, 0.144, 0.048, -0.001, 0.100, 0.007, -0.002, 0.007, 0.001, 0.003, 0.001, 0.018, 0.009, 0.042, 0.008, 0.036, 0.001]
}



[3]
{
  "formula": "C25H24Ge2N4O2S2Ti",
  "method": "ωB97M-V/def2-TZVPD",
  "charge": -1,
  "multiplicity": 2,
  "largest_force_ev_per_a": 0.7,
  "gap_ev": [6.82, 6.74],
  "e_homo_ev": [-4.9, -4.8],
  "symbols": ["Ti", "O", "N", "N", "O", "C", "C", "C", "C", "C", "C", "H", "H", "H", "H", "H", "S", "C", "S", "C", "C", "N", "C", "N", "C", "Ge", "C", "C", "Ge", "C", "C", "C", "C", "C", "C", "C", "C", "C", "C", "C", "C", "H", "H", "H", "H", "H", "H", "H", "H", "H", "H", "H", "H", "H", "H", "H", "H", "H", "H", "H"],
  "coordinates": [[-1.440, -0.929, -0.492], [-2.354, 0.925, -0.671], [-2.745, 1.533, 0.385], [-2.418, 0.923, 1.446], [-1.777, -0.217, 1.412], [-2.703, 1.506, 2.728], [-3.385, 2.711, 2.814], [-3.630, 3.242, 4.070], [-3.199, 2.579, 5.213], [-2.519, 1.377, 5.099], [-2.263, 0.826, 3.850], [-3.710, 3.216, 1.918], [-4.161, 4.181, 4.152], [-3.395, 3.001, 6.189], [-2.181, 0.856, 5.986], [-1.731, -0.106, 3.732], [-1.290, -2.380, -2.483], [-2.700, -3.166, -1.852], [-3.344, -2.459, -0.399], [-3.263, -4.276, -2.440], [-4.424, -4.899, -1.891], [-5.364, -5.401, -1.452], [-2.711, -4.865, -3.615], [-2.262, -5.355, -4.557], [1.254, 3.372, -2.660], [1.518, 2.329, -1.011], [3.378, 2.654, -0.434], [0.314, 3.148, 0.317], [0.883, 0.008, -1.312], [1.098, -0.799, 0.517], [1.471, -0.114, 1.686], [1.304, -0.676, 2.937], [0.738, -1.945, 3.077], [0.355, -2.643, 1.950], [0.533, -2.070, 0.688], [2.243, -0.850, -2.456], [3.144, -0.078, -3.193], [4.082, -0.660, -4.033], [4.141, -2.041, -4.155], [3.251, -2.826, -3.436], [2.312, -2.236, -2.603], [1.403, 4.435, -2.459], [0.239, 3.228, -3.033], [1.949, 3.069, -3.444], [3.582, 3.727, -0.418], [4.074, 2.176, -1.124], [3.562, 2.250, 0.562], [0.640, 4.163, 0.555], [0.272, 2.571, 1.243], [-0.691, 3.197, -0.103], [1.907, 0.875, 1.609], [1.611, -0.125, 3.819], [0.598, -2.376, 4.060], [-0.095, -3.624, 2.038], [0.256, -2.652, -0.195], [3.116, 1.003, -3.109], [4.769, -0.037, -4.594], [4.869, -2.501, -4.812], [3.277, -3.905, -3.536], [1.611, -2.873, -2.076]],
  "lowdin_spin": [0.967, 0.007, 0.009, 0.006, 0.005, 0.000, 0.000, 0.000, 0.000, 0.000, 0.000, 0.000, 0.000, 0.000, 0.000, 0.000, 0.001, 0.005, 0.007, -0.002, -0.001, -0.001, -0.001, -0.001, 0.000, -0.005, -0.002, 0.000, -0.008, 0.007, 0.002, 0.002, 0.001, 0.003, 0.003, -0.004, -0.001, 0.000, -0.001, 0.000, -0.001, 0.000, 0.000, 0.000, 0.000, 0.000, 0.000, 0.000, 0.000, 0.000, 0.000, 0.000, 0.000, 0.000, 0.001, 0.000, 0.000, 0.000, 0.000, 0.000]
}



[4]
{
  "formula": "C25H24IN4O4OsS2",
  "method": "ωB97M-V/def2-TZVPD",
  "charge": 1,
  "multiplicity": 5,
  "largest_force_ev_per_a": 1.8,
  "gap_ev": [5.63, 6.76],
  "e_homo_ev": [-9.4, -10.7],
  "symbols": ["Os", "C", "C", "N", "C", "C", "C", "O", "C", "C", "N", "C", "C", "C", "C", "C", "C", "I", "C", "O", "H", "H", "H", "H", "H", "H", "H", "H", "H", "H", "H", "H", "O", "C", "O", "C", "C", "C", "C", "C", "C", "S", "H", "H", "H", "H", "C", "N", "C", "C", "N", "C", "S", "H", "H", "H", "H", "H", "H", "H", "H"],
  "coordinates": [[0.215, -0.480, 0.608], [-4.418, 1.931, 1.017], [-4.142, 1.016, -0.135], [-5.180, 0.714, -0.900], [-5.026, -0.116, -1.923], [-3.839, -0.752, -2.219], [-3.805, -1.748, -3.358], [-3.473, -3.064, -2.937], [-2.695, -0.450, -1.436], [-1.501, -1.202, -1.757], [-0.284, -1.127, -1.298], [0.651, -1.968, -1.950], [0.773, -1.952, -3.341], [1.676, -2.778, -3.984], [2.467, -3.658, -3.260], [2.360, -3.699, -1.878], [1.476, -2.847, -1.248], [1.256, -2.969, 0.890], [-2.871, 0.498, -0.407], [-1.814, 0.818, 0.425], [-5.466, 1.830, 1.285], [-4.252, 2.964, 0.711], [-3.794, 1.705, 1.878], [-5.918, -0.296, -2.514], [-3.047, -1.459, -4.089], [-4.769, -1.734, -3.871], [-4.237, -3.466, -2.514], [-1.659, -1.990, -2.483], [0.160, -1.262, -3.906], [1.760, -2.737, -5.062], [3.159, -4.316, -3.767], [2.951, -4.390, -1.293], [1.530, 1.921, 3.208], [0.416, 1.474, 2.954], [0.168, 0.285, 2.526], [-0.752, 2.397, 3.179], [-1.063, 2.817, 4.464], [-2.045, 3.774, 4.670], [-2.670, 4.380, 3.589], [-2.372, 3.964, 2.304], [-1.454, 2.935, 2.095], [-1.168, 2.425, 0.424], [-0.522, 2.397, 5.301], [-2.302, 4.067, 5.679], [-3.397, 5.165, 3.743], [-2.839, 4.438, 1.451], [5.013, -0.699, -1.346], [4.774, -0.276, 0.011], [5.774, -0.507, 1.053], [5.069, -0.001, 2.323], [3.720, 0.297, 1.845], [3.632, 0.180, 0.536], [2.270, 0.613, -0.421], [5.171, -1.781, -1.378], [5.902, -0.204, -1.739], [4.159, -0.443, -1.966], [6.688, 0.042, 0.826], [6.014, -1.572, 1.108], [5.534, 0.900, 2.724], [5.039, -0.750, 3.113], [2.998, 0.744, 2.442]],
  "lowdin_spin": [3.074, 0.001, 0.002, 0.004, 0.001, 0.002, 0.000, 0.001, 0.005, 0.022, 0.055, 0.011, 0.006, 0.001, 0.004, 0.004, 0.013, 0.201, 0.013, 0.107, 0.000, 0.000, 0.000, 0.000, 0.000, 0.000, 0.000, 0.002, 0.000, 0.000, 0.000, 0.003, 0.011, 0.017, 0.112, 0.003, 0.000, 0.002, 0.001, 0.003, 0.004, 0.043, 0.000, 0.000, 0.000, 0.000, 0.004, 0.018, 0.002, 0.001, 0.011, 0.043, 0.185, 0.000, 0.000, 0.003, 0.000, 0.001, 0.000, 0.000, 0.000]
}